This record from the Open Molecules 2025 dataset describes a molecular structure, C15H29Br2INbO11P2. The level of theory is ωB97M-V/def2-TZVPD.

XYZ file:
```
61
Properties=species:S:1:pos:R:3:nbo_charge:R:1
C 2.9394 0.8180 2.0208 -0.676
C 2.5053 -0.2365 0.8088 -0.234
Br 4.2725 -0.8705 0.0127 -0.127
C 1.7099 -1.5664 1.3440 -0.779
Br 1.8098 -2.9186 -0.1777 -0.014
Nb -0.4957 -1.2484 1.8275 1.686
C -2.7160 -1.0893 2.3132 -0.963
C -3.4622 0.2573 1.7516 -0.444
C -3.4124 0.4534 0.1225 -0.507
I -4.7948 -1.0786 -0.7290 0.011
P -0.6618 -3.7409 2.5473 0.788
O 0.7222 -4.3306 3.0323 -1.088
P -0.0005 -0.4905 4.2198 0.756
O 1.3337 -1.1417 4.7745 -1.082
H 4.1198 0.7919 2.1618 0.229
H 2.4787 0.4205 3.0254 0.253
H 2.5846 1.9116 1.7351 0.227
H 1.9670 0.3272 -0.0713 0.241
H 2.2565 -2.0538 2.2759 0.301
H -0.3881 0.4633 1.2377 -0.392
H -0.8811 -1.8034 0.1182 -0.344
H -2.8098 -1.1852 3.4986 0.236
H -3.2352 -2.0490 1.8720 0.249
H -3.1055 1.2267 2.3406 0.222
H -4.6168 0.1442 2.0321 0.211
H -2.3539 0.3181 -0.3581 0.254
H -3.8200 1.5549 -0.0873 0.231
H -1.6813 -3.7336 3.6057 -0.068
H -1.2654 -4.4452 1.4379 -0.054
H -0.0059 0.9676 4.2609 -0.059
H -1.1482 -0.9102 5.0318 -0.060
C 4.6261 4.7312 -1.0406 -0.100
C 4.6076 4.4850 0.4332 -0.104
O 3.2281 4.4968 0.7478 -0.482
C 2.5566 4.1874 -0.3998 0.960
O 1.3628 3.9436 -0.4549 -0.569
O 3.3953 4.1856 -1.4770 -0.480
H 5.4665 4.2362 -1.5350 0.206
H 4.6467 5.7981 -1.2863 0.177
H 5.0227 3.5071 0.6990 0.196
H 5.1394 5.2605 0.9913 0.198
C 5.4563 -3.6783 -2.2770 -0.109
C 4.9723 -3.2078 -3.6102 -0.103
O 6.1396 -2.6826 -4.2133 -0.486
C 7.2045 -3.2889 -3.6116 0.964
O 8.3575 -3.1994 -3.9992 -0.594
O 6.8106 -4.0089 -2.5207 -0.484
H 4.9031 -4.5502 -1.9172 0.208
H 5.4158 -2.8920 -1.5160 0.207
H 4.5919 -4.0268 -4.2298 0.175
H 4.2000 -2.4384 -3.5247 0.216
C -8.9966 0.6836 -2.7916 -0.100
C -8.5180 2.0738 -3.0582 -0.102
O -8.3802 2.6247 -1.7621 -0.485
C -8.2102 1.5782 -0.9021 0.962
O -7.8931 1.6945 0.2699 -0.568
O -8.4404 0.3854 -1.5248 -0.474
H -8.6484 -0.0283 -3.5450 0.205
H -10.0877 0.6230 -2.7217 0.178
H -7.5427 2.0921 -3.5558 0.188
H -9.2309 2.6526 -3.6519 0.197
```

The multiplicity is 1. The calculation puts the max |F| at 3.28 eV/A. Its net charge is -1. The calculation puts the LUMO energy at 0.6 eV. For the relative energy (zero: lowest compared OMol25 entry of this formula, charge and spin), the calculation gives 4.8478 eV.

=====

This record from the Open Molecules 2025 dataset describes a single C5H8N2 molecule. The level of theory is ωB97M-V/def2-TZVPD.

XYZ file:
```
15
Properties=species:S:1:pos:R:3:nbo_charge:R:1
C -1.1043 1.2995 -2.1915 -0.432
N -0.7583 0.3682 -1.1392 -0.419
C 0.4594 0.3362 -0.7583 0.073
C 0.9769 -0.4157 0.3691 -0.280
C 0.2854 -0.7857 1.5104 0.036
N 0.9272 -1.1453 2.6780 -0.790
C -1.0690 -1.0896 1.3002 -0.081
H -0.2370 1.8331 -2.6139 0.169
H -1.6197 0.7639 -2.9961 0.205
H -1.8088 2.0412 -1.7969 0.206
H 1.2274 0.9238 -1.2881 0.157
H 2.0296 -0.6976 0.3053 0.206
H 1.9301 -1.2616 2.6213 0.378
H 0.4565 -1.8695 3.2031 0.393
H -1.6135 -0.2956 0.7707 0.179
```

The multiplicity is 1. The calculation puts the max |F| at 0.41 eV/A. Its net charge is 0. The calculation puts the LUMO energy (spin up / spin down) at -0.5 / -0.7 eV. For the relative energy (zero: lowest compared OMol25 entry of this formula, charge and spin), the calculation gives 4.6703 eV.

=====

This record from the Open Molecules 2025 dataset describes a molecular structure, C13H19ClLuOSi. The level of theory is ωB97M-V/def2-TZVPD.

XYZ file:
```
36
Properties=species:S:1:pos:R:3:nbo_charge:R:1
C -3.0939 -1.3380 -1.3051 -0.491
C -2.1206 -1.5642 -2.3297 -0.325
C -1.5221 -0.3170 -2.6629 -0.263
H -1.9594 -2.5059 -2.8641 0.235
C -2.0779 0.6815 -1.8196 -0.286
C -3.0676 0.0606 -0.9722 -0.497
H -3.7437 0.5700 -0.2615 0.230
H -3.7728 -2.0775 -0.8574 0.231
H -0.7983 -0.1316 -3.4642 0.261
H -1.8499 1.7576 -1.8781 0.237
Lu -1.2665 -1.0341 0.2793 1.887
Cl -0.0242 -3.0941 0.4950 -0.593
C 3.1835 -0.0933 -1.1463 -0.369
C 2.6744 1.1307 -1.6935 -0.358
C 2.0617 0.8276 -2.9549 -0.382
H 2.6700 2.0968 -1.1844 0.173
C 2.2724 -0.5490 -3.2194 -0.372
C 2.9512 -1.1321 -2.1136 -0.369
H 3.1636 -2.1857 -1.9606 0.180
H 3.5983 -0.2261 -0.1381 0.173
H 1.6329 1.5552 -3.6206 0.173
H 1.9671 -1.0821 -4.1222 0.173
C 1.5128 -0.2005 2.9352 -1.138
Si -0.0311 0.7051 2.3476 1.894
C -1.5756 -0.3557 2.8446 -1.169
C -0.1102 2.3930 3.0700 -1.159
O -0.1440 0.5795 0.7191 -1.271
H 1.5515 -0.2569 4.0291 0.214
H 2.4092 0.3331 2.6032 0.255
H 1.5815 -1.2280 2.5590 0.259
H -1.6037 -0.3557 3.9371 0.270
H -2.5214 0.1001 2.5129 0.240
H -1.5716 -1.4404 2.5806 0.221
H 0.7645 2.9842 2.7691 0.258
H -0.9986 2.9351 2.7213 0.240
H -0.1413 2.4578 4.1656 0.236
```

The multiplicity is 1. The calculation puts the max |F| at 2.20 eV/A. Its net charge is -1. The calculation puts the LUMO energy at 2.2 eV.

=====

This record from the Open Molecules 2025 dataset describes a molecular structure, C53H63BFeN5O5P3SSi. The level of theory is ωB97M-V/def2-TZVPD.

XYZ file:
```
133
Properties=species:S:1:pos:R:3:lowdin_spin:R:1
Fe -0.6464 -0.9047 0.0595 3.727
C 3.4502 1.3645 0.3579 0.003
N 2.5198 0.2634 0.1560 0.024
P 1.7827 -0.4611 1.5602 0.061
C 3.3074 -1.0934 2.3897 0.009
C 4.3921 -1.5032 1.6199 0.002
C 5.5330 -2.0153 2.2088 0.000
C 5.5956 -2.1587 3.5844 0.001
C 4.5069 -1.7947 4.3598 0.000
C 3.3687 -1.2706 3.7725 0.002
C 1.3314 0.9369 2.6413 0.243
C -0.0870 1.3931 2.5100 0.089
C -0.6575 1.8578 3.8177 0.202
C 0.1530 2.3039 4.8079 0.011
C 1.5542 2.2175 4.6824 0.276
C 2.1070 1.4616 3.6517 0.006
P 1.4443 0.1177 -1.2012 0.019
C 1.9954 -1.4631 -1.9666 0.002
C 1.0497 -2.1623 -2.7080 0.001
C 1.4151 -3.2881 -3.4234 0.000
C 2.7215 -3.7464 -3.3753 0.000
C 3.6702 -3.0548 -2.6379 0.000
C 3.3154 -1.9025 -1.9601 0.000
C 2.2623 1.2369 -2.4128 0.005
C 2.2280 2.6090 -2.1706 0.002
C 2.8336 3.4978 -3.0416 0.000
C 3.4903 3.0255 -4.1686 0.001
C 3.5085 1.6660 -4.4326 0.000
C 2.8873 0.7778 -3.5711 0.002
H 4.1488 1.0706 1.1405 0.000
H 2.9580 2.2888 0.6734 0.001
H 4.0145 1.5524 -0.5543 0.000
H 4.3358 -1.4133 0.5472 0.000
H 6.3725 -2.2924 1.5895 0.000
H 6.4862 -2.5546 4.0456 0.000
H 4.5501 -1.9142 5.4323 0.000
H 2.5264 -0.9927 4.3912 0.000
H -0.7178 0.6092 2.0626 0.015
H -1.7320 1.8986 3.9006 0.010
H -0.2641 2.6776 5.7315 -0.005
H 2.1880 2.6318 5.4507 0.016
H 3.1660 1.2452 3.6900 -0.003
H 0.0312 -1.8022 -2.7308 0.001
H 0.6903 -3.8092 -4.0323 0.000
H 3.0037 -4.6236 -3.9372 0.000
H 4.6914 -3.4032 -2.6076 0.000
H 4.0616 -1.3126 -1.4492 0.000
H 1.7044 2.9756 -1.2989 0.000
H 2.7924 4.5596 -2.8383 0.000
H 3.9781 3.7156 -4.8401 0.000
H 4.0055 1.2845 -5.3136 0.000
H 2.9198 -0.2758 -3.8000 0.000
C -4.9831 -0.6108 -1.0347 0.000
C -4.1172 -1.7940 -1.3619 0.003
C -4.6128 -2.7693 -2.2125 0.004
C -3.8602 -3.9211 -2.4137 0.001
C -2.6419 -4.0441 -1.8006 0.003
C -2.1614 -3.0056 -0.9718 0.010
N -2.9287 -1.8997 -0.7669 0.023
N -0.9684 -3.0111 -0.3719 0.059
Si -0.0744 -4.4313 0.0754 0.008
C -0.9609 -5.2927 1.5356 0.001
C 0.1713 -5.7772 -1.2729 0.002
C 1.6752 -3.8284 0.5136 0.001
H -5.7823 -0.9181 -0.3576 0.000
H -5.4491 -0.2275 -1.9405 0.000
H -4.4041 0.1772 -0.5670 0.000
H -5.5702 -2.6428 -2.6898 0.000
H -4.2382 -4.7163 -3.0367 0.000
H -2.0257 -4.9080 -1.9455 0.000
H -1.9771 -5.5649 1.2695 0.000
H -1.0101 -4.6642 2.4173 0.000
H -0.4350 -6.2028 1.8033 0.000
H 0.3486 -5.3404 -2.2485 0.000
H -0.6805 -6.4453 -1.3467 0.000
H 1.0330 -6.3907 -1.0302 0.000
H 1.9071 -4.0154 1.5552 0.000
H 1.7756 -2.7584 0.3406 0.000
H 2.4310 -4.3342 -0.0791 0.000
C -4.4153 3.9325 -2.2276 0.000
C -4.1166 2.8107 -1.2449 0.001
O -3.1679 1.9142 -1.8161 0.009
P -1.8028 1.3874 -1.0897 0.016
O -0.7363 2.5575 -1.4825 0.005
C -0.7704 3.3328 -2.6831 0.000
C -0.4872 4.7897 -2.3593 0.000
O -1.4704 0.2186 -2.2059 0.014
C -2.2053 -0.0981 -3.3912 0.001
C -1.6185 0.5404 -4.6395 0.000
H -5.2546 4.5198 -1.8688 0.000
H -4.6747 3.5089 -3.1946 0.000
H -3.5554 4.5852 -2.3457 0.000
H -5.0328 2.2424 -1.0493 0.000
H -3.7401 3.2036 -0.3004 0.000
H -1.7520 3.2391 -3.1557 0.000
H -0.0120 2.9374 -3.3653 0.000
H -1.2988 5.2107 -1.7724 0.000
H -0.3771 5.3591 -3.2782 0.000
H 0.4266 4.8749 -1.7787 0.000
H -3.2506 0.1904 -3.2673 0.000
H -2.1563 -1.1869 -3.4779 0.000
H -1.7667 1.6152 -4.6380 0.000
H -2.1059 0.1187 -5.5140 0.000
H -0.5522 0.3397 -4.7007 0.000
N -3.3932 -0.5738 1.6531 -0.002
C -2.6603 -1.1827 2.6018 0.002
N -1.4240 -1.5290 2.4138 0.028
C -0.8939 -2.0975 3.5490 0.004
C 0.3950 -2.5871 3.7075 0.003
C 0.7700 -3.1310 4.9205 0.001
C -0.1228 -3.2091 5.9855 0.001
C -1.4124 -2.7257 5.8536 0.001
C -1.7770 -2.1668 4.6436 0.002
S -3.3159 -1.4757 4.2055 0.003
H -3.1268 -0.8860 0.7039 0.000
H -4.3838 -0.5203 1.8304 0.000
H 1.0677 -2.5405 2.8680 0.001
H 1.7828 -3.4883 5.0441 0.000
H 0.1904 -3.6582 6.9160 0.000
H -2.1246 -2.7711 6.6620 0.000
O 0.6712 3.7282 1.5198 0.004
B -0.2811 2.7496 1.6681 0.049
O -1.5318 3.2075 1.2895 0.011
C -1.3542 4.5219 0.9676 0.001
C -2.2868 5.4742 0.6107 0.000
C -1.8152 6.7605 0.3879 0.000
C -0.4697 7.0780 0.5147 0.000
C 0.4716 6.1213 0.8711 0.000
C 0.0021 4.8438 1.1028 0.001
H -3.3356 5.2371 0.5244 0.000
H -2.5125 7.5331 0.1066 0.000
H -0.1562 8.0929 0.3317 0.000
H 1.5170 6.3663 0.9743 0.000
```

The multiplicity is 6. The calculation puts the max |F| at 1.97 eV/A. Its net charge is +1. The calculation puts the LUMO energy (spin up / spin down) at -2.2 / -3.0 eV. For the relative energy (zero: lowest compared OMol25 entry of this formula, charge and spin), the calculation gives 0.4186 eV.

=====

Look up the max |F| of the second one. 0.41 eV/A

=====

Repeat the third record exactly.
This record from the Open Molecules 2025 dataset describes a molecular structure, C13H19ClLuOSi. The level of theory is ωB97M-V/def2-TZVPD.

XYZ file:
```
36
Properties=species:S:1:pos:R:3:nbo_charge:R:1
C -3.0939 -1.3380 -1.3051 -0.491
C -2.1206 -1.5642 -2.3297 -0.325
C -1.5221 -0.3170 -2.6629 -0.263
H -1.9594 -2.5059 -2.8641 0.235
C -2.0779 0.6815 -1.8196 -0.286
C -3.0676 0.0606 -0.9722 -0.497
H -3.7437 0.5700 -0.2615 0.230
H -3.7728 -2.0775 -0.8574 0.231
H -0.7983 -0.1316 -3.4642 0.261
H -1.8499 1.7576 -1.8781 0.237
Lu -1.2665 -1.0341 0.2793 1.887
Cl -0.0242 -3.0941 0.4950 -0.593
C 3.1835 -0.0933 -1.1463 -0.369
C 2.6744 1.1307 -1.6935 -0.358
C 2.0617 0.8276 -2.9549 -0.382
H 2.6700 2.0968 -1.1844 0.173
C 2.2724 -0.5490 -3.2194 -0.372
C 2.9512 -1.1321 -2.1136 -0.369
H 3.1636 -2.1857 -1.9606 0.180
H 3.5983 -0.2261 -0.1381 0.173
H 1.6329 1.5552 -3.6206 0.173
H 1.9671 -1.0821 -4.1222 0.173
C 1.5128 -0.2005 2.9352 -1.138
Si -0.0311 0.7051 2.3476 1.894
C -1.5756 -0.3557 2.8446 -1.169
C -0.1102 2.3930 3.0700 -1.159
O -0.1440 0.5795 0.7191 -1.271
H 1.5515 -0.2569 4.0291 0.214
H 2.4092 0.3331 2.6032 0.255
H 1.5815 -1.2280 2.5590 0.259
H -1.6037 -0.3557 3.9371 0.270
H -2.5214 0.1001 2.5129 0.240
H -1.5716 -1.4404 2.5806 0.221
H 0.7645 2.9842 2.7691 0.258
H -0.9986 2.9351 2.7213 0.240
H -0.1413 2.4578 4.1656 0.236
```

The multiplicity is 1. The calculation puts the max |F| at 2.20 eV/A. Its net charge is -1. The calculation puts the LUMO energy at 2.2 eV.